Entry 1:
Computed, not measured: a structure of composition C26H28BeF6NO2, with ωB97M-V with the def2-TZVPD basis set.

Values from the calculation:
HOMO-LUMO gap ... 5.01 eV
HOMO energy ... -2.702 eV

The geometry in ORCA input format:
```
! RIJCOSX wB97M-V def2-TZVPD def2/J DEFGRID3
* xyz -1 1
C 2.151 0.357 2.236
C 2.040 -0.452 1.051
C 2.056 0.441 -0.056
H 1.999 -1.549 0.986
C 2.264 1.776 0.418
C 2.326 1.713 1.837
H 2.569 2.625 -0.201
C -1.263 -3.027 2.479
C -0.170 -3.774 1.952
C -0.215 -3.669 0.523
H 0.581 -4.344 2.526
C -1.323 -2.859 0.159
C -2.026 -2.537 1.380
H 2.191 0.173 -1.112
H 2.567 2.557 2.468
H 2.357 0.004 3.235
H -3.006 -2.043 1.510
H 0.543 -4.006 -0.185
H -1.450 -2.837 3.549
Be 0.605 1.086 1.253
C -1.559 -2.091 -1.143
C -3.086 -1.768 -1.209
C -1.153 -2.957 -2.360
H -3.717 -2.712 -1.138
H -3.359 -1.309 -2.177
H -3.411 -1.050 -0.429
H -1.658 -3.938 -2.399
H -0.061 -3.133 -2.341
H -1.420 -2.423 -3.290
C -0.558 -0.919 -1.055
C -0.893 0.608 -1.042
H 0.130 -0.978 -1.930
H 0.071 -1.055 -0.130
O -0.619 1.308 0.051
N -1.095 1.228 -2.279
C -0.100 2.271 -2.720
H -2.061 1.514 -2.422
C 1.180 1.514 -3.100
C 2.411 2.174 -3.013
H 2.424 3.219 -2.676
C 3.580 1.545 -3.450
H 4.526 2.086 -3.402
C 3.536 0.269 -4.008
H 4.439 -0.226 -4.344
C 2.312 -0.389 -4.111
H 2.240 -1.372 -4.550
C 1.134 0.236 -3.698
H 0.160 -0.214 -3.943
H 0.039 3.050 -1.933
H -0.557 2.817 -3.580
C -2.566 0.950 3.120
C -1.114 1.401 3.095
O -0.455 0.579 2.202
C -1.036 2.955 2.832
F -1.406 3.740 3.888
F 0.269 3.288 2.505
F -1.799 3.338 1.761
C -0.396 1.166 4.476
F -1.024 1.798 5.476
F -0.385 -0.165 4.736
F 0.905 1.589 4.427
H -2.926 0.978 2.078
H -3.168 1.552 3.823
H -2.571 -0.108 3.395
*
```

Mulliken population analysis, charges in e, atoms 1 to 5: atom 1 (C): -0.261, atom 2 (C): -0.828, atom 3 (C): 0.301, atom 4 (H): 0.412, atom 5 (C): -0.455

Entry 2:
Computed, not measured: a structure of composition C18H27BBrCa2Cl3CsF9O6P, with ωB97M-V with the def2-TZVPD basis set.

Values from the calculation:
HOMO-LUMO gap ... 2.93 eV
HOMO energy ... -9.534 eV

The geometry in ORCA input format:
```
! RIJCOSX wB97M-V def2-TZVPD def2/J DEFGRID3
* xyz 1 1
C -4.836 -0.532 0.803
C -4.250 -1.694 -0.100
C -2.690 -1.767 -0.220
Br -2.321 -3.131 -1.600
P -1.773 -0.098 -0.504
C -0.144 -1.039 -0.715
C -0.905 1.626 -0.579
C -1.389 2.388 0.667
C -0.726 1.976 1.956
C -0.548 2.883 2.994
C 0.022 2.464 4.192
C 0.440 1.157 4.378
C 0.271 0.255 3.355
C -0.307 0.668 2.185
B -2.840 0.369 -2.084
C -2.632 -0.220 -3.502
O -3.821 1.310 -1.922
H -5.186 0.280 0.176
H -5.733 -0.936 1.291
H -4.180 -0.154 1.601
H -4.759 -1.673 -1.064
H -4.565 -2.642 0.355
H -2.291 -2.176 0.804
H -2.187 0.267 0.830
H 0.719 -0.466 -0.391
H -0.157 -1.921 -0.020
H 0.044 -1.360 -1.759
H 0.183 1.582 -0.593
H -1.212 2.205 -1.455
H -1.199 3.447 0.486
H -2.484 2.298 0.745
H -0.866 3.910 2.877
H 0.133 3.169 5.004
H 0.873 0.737 5.259
H 0.582 -0.772 3.501
H -0.446 -0.073 1.416
H -1.785 -0.899 -3.584
H -2.558 0.535 -4.283
H -3.513 -0.841 -3.723
H -3.753 1.769 -1.077
O 2.486 -2.745 6.748
Cl 2.295 -1.436 7.167
O 3.520 -0.722 7.319
O 1.662 -1.675 8.480
O 1.333 -0.679 6.424
Ca -3.429 -1.407 2.825
Cl -1.041 -1.247 7.378
C 2.421 1.003 -4.654
C 2.512 -0.314 -3.862
C 3.145 -0.270 -2.467
F 4.417 0.141 -2.497
F 3.139 -1.524 -1.937
F 3.116 -1.247 -4.615
F 1.216 -0.740 -3.672
O 3.402 1.264 -5.636
C 4.611 1.840 -5.312
C 5.792 0.894 -5.565
F 5.652 -0.249 -4.866
F 6.932 1.492 -5.165
F 4.599 2.313 -4.051
F 4.765 2.903 -6.124
H 1.500 0.916 -5.228
H 2.274 1.860 -3.994
H 2.578 0.388 -1.800
H 5.862 0.652 -6.627
Cs -0.879 -3.675 0.486
Cl -4.438 -4.108 -3.240
F 2.264 -4.132 8.538
Ca 1.086 -2.396 10.247
*
```

Mulliken population analysis, charges in e, atoms 1 to 5: atom 1 (C): -1.506, atom 2 (C): -0.443, atom 3 (C): -1.238, atom 4 (Br): -0.325, atom 5 (P): 2.218

Entry 3:
Computed, not measured: the molecule C7H13NOSi, with ωB97M-V with the def2-TZVPD basis set.

Values from the calculation:
Structure (SMILES) ... C#C/C(=N/OC)[Si](C)(C)C
ΔE to the lowest compared entry with this formula, charge and spin ... 403.7 kJ/mol
HOMO-LUMO gap ... 9.79 eV
HOMO energy ... -8.978 eV

The geometry in ORCA input format:
```
! RIJCOSX wB97M-V def2-TZVPD def2/J DEFGRID3
* xyz 0 1
C 0.968 2.388 2.362
C 0.528 1.609 1.587
C -0.153 0.747 0.748
N -1.400 0.952 0.611
O -2.063 0.078 -0.198
C -3.458 0.404 -0.188
Si 0.856 -0.517 -0.292
C 2.735 0.077 -0.064
C 0.374 -0.352 -2.001
C 0.448 -2.218 0.467
H 1.269 3.193 3.066
H -3.764 0.433 -1.190
H -3.557 1.370 0.141
H -3.980 -0.361 0.300
H 3.061 0.313 -1.163
H 2.722 1.044 0.493
H 3.527 -0.514 0.456
H 1.124 -0.415 -2.861
H -0.481 -1.089 -2.225
H 0.036 0.670 -2.051
H -0.630 -2.439 0.472
H 1.018 -3.151 0.022
H 0.822 -2.222 1.506
*
```

Mulliken population analysis, charges in e, atoms 1 to 5: atom 1 (C): 0.266, atom 2 (C): -0.708, atom 3 (C): 0.385, atom 4 (N): -0.521, atom 5 (O): -0.098

Entry 4:
Computed, not measured: a structure of composition C12H17F9LiNO6PS, with ωB97M-V with the def2-TZVPD basis set.

Values from the calculation:
HOMO-LUMO gap ... 5.13 eV
HOMO energy ... -10.412 eV

The geometry in ORCA input format:
```
! RIJCOSX wB97M-V def2-TZVPD def2/J DEFGRID3
* xyz 1 1
C -0.301 -2.664 3.986
C -1.079 -1.332 4.634
O -0.346 -0.542 5.423
O -2.519 -1.079 4.346
C -2.757 -1.136 2.867
O -2.469 -0.051 2.102
C -3.328 -2.568 2.247
C -3.160 -2.691 0.618
O -4.138 -2.132 -0.142
O -2.070 -3.393 -0.091
C -0.900 -2.486 -0.169
C -0.977 -1.482 -1.505
C 0.081 -0.266 -1.209
C -0.208 1.103 -2.125
C 0.106 2.373 -1.139
C 0.341 3.810 -1.930
F -0.613 3.730 -3.105
F -0.183 4.995 -1.152
C 1.808 4.017 -2.584
F 2.176 2.880 -3.509
F 1.707 5.216 -3.500
S 3.252 4.302 -1.471
F 2.992 6.030 -1.453
F 4.227 4.562 -2.899
F 3.636 2.622 -1.493
F 2.380 4.215 -0.012
F 4.666 4.587 -0.546
P 0.793 -3.396 -0.033
N 0.812 -4.546 1.330
O 2.079 -2.239 0.368
H -0.673 -3.652 4.506
H 0.864 -2.610 4.132
H -0.501 -2.783 2.839
H -2.796 -3.495 2.732
H -4.469 -2.658 2.493
H -0.987 -1.766 0.779
H -2.087 -1.129 -1.694
H -0.641 -2.149 -2.416
H 1.165 -0.609 -1.490
H -0.019 0.049 -0.062
H -1.322 1.139 -2.532
H 0.497 1.004 -3.055
H -0.833 2.513 -0.435
H 1.028 2.058 -0.464
H 0.647 -5.539 1.030
H 1.809 -4.542 1.683
H 2.620 -2.218 -0.484
Li -0.310 3.948 -5.415
*
```

Mulliken population analysis, charges in e, atoms 1 to 5: atom 1 (C): -0.292, atom 2 (C): 0.504, atom 3 (O): -0.502, atom 4 (O): -0.286, atom 5 (C): 0.378

These records have lowest unoccupied orbital energy values of 2.307, -6.609, 0.809, -5.283 eV, in the order they appear.
These records have F_max values of 6.97, 10.53, 3.60, 9.55 eV Å⁻¹, in the order they appear.